[1]
Formula: C16H48N5O4
Source: the OMol25 dataset
Level of theory: wB97M-V/def2-TZVPD

Computed properties:
E_HOMO ... -0.4135 Ha
Electronic energy ... -1212.7229 Ha
Energy relative to the best compared isomer or geometry (same formula, charge and spin) ... 112.3 kcal/mol
Strongest force on any atom ... 0.0582 hartree/bohr
Kohn-Sham gap ... 0.2722 hartree
LUMO ... -3.845 eV

ORCA input file:
```
! RIJCOSX wB97M-V def2-TZVPD def2/J DEFGRID3
* xyz 1 1
N -0.428 0.886 0.293
H -0.527 -0.065 -0.033
H -0.308 1.479 -0.515
H 0.358 1.149 0.870
H -1.314 1.101 0.728
C -5.449 1.229 6.319
C -4.093 1.123 5.641
C -3.459 -0.288 5.867
O -3.031 -0.597 7.137
C -1.977 0.161 7.730
N -4.294 1.299 4.228
H -5.422 1.024 7.389
H -6.143 0.460 5.982
H -5.903 2.210 6.174
H -3.377 1.864 5.996
H -2.616 -0.536 5.221
H -4.271 -0.993 5.685
H -1.799 -0.459 8.609
H -2.302 1.168 7.990
H -1.198 0.319 6.984
H -5.064 0.769 3.847
H -4.607 2.255 4.135
C 5.676 3.493 3.705
C 4.806 2.250 3.467
C 4.982 1.037 4.459
O 4.206 -0.053 3.859
C 4.270 -1.291 4.607
N 3.411 2.693 3.441
H 5.617 3.705 4.773
H 5.288 4.406 3.254
H 6.717 3.326 3.429
H 5.081 1.814 2.507
H 4.659 1.324 5.460
H 6.011 0.683 4.509
H 3.754 -1.256 5.567
H 5.314 -1.607 4.601
H 3.779 -2.059 4.010
H 3.326 3.587 2.980
H 3.188 2.885 4.408
C -1.230 5.234 -5.396
C -0.721 3.871 -5.860
C -0.254 3.725 -7.353
O 0.196 2.349 -7.511
C 0.867 2.051 -8.697
N 0.454 3.588 -4.952
H -1.853 5.223 -4.502
H -1.934 5.565 -6.159
H -0.454 5.982 -5.227
H -1.603 3.268 -5.647
H 0.434 4.489 -7.714
H -1.276 3.835 -7.715
H 1.765 2.662 -8.782
H 0.234 2.316 -9.544
H 1.162 1.003 -8.737
H 0.749 4.538 -4.777
H 1.217 3.314 -5.555
C 0.730 -4.422 -3.722
C -0.714 -4.914 -3.461
C -1.185 -6.202 -4.147
O -0.509 -7.316 -3.620
C -1.012 -8.619 -3.947
N -0.869 -4.939 -2.005
H 1.528 -5.006 -3.262
H 0.753 -3.380 -3.403
H 0.785 -4.519 -4.807
H -1.327 -4.098 -3.844
H -1.041 -5.922 -5.190
H -2.253 -6.269 -3.938
H -2.023 -8.765 -3.567
H -0.320 -9.434 -3.733
H -1.094 -8.646 -5.034
H -1.763 -5.318 -1.727
H -0.298 -5.740 -1.773
*
```

---

[2]
Formula: C5H10O2
Source: the OMol25 dataset
Level of theory: wB97M-V/def2-TZVPD

Computed properties:
E_HOMO (alpha / beta) ... -0.3262 / -0.3262 Ha
Electronic energy ... -346.8051 Ha
Energy relative to the best compared isomer or geometry (same formula, charge and spin) ... 138.3 kcal/mol
Strongest force on any atom ... 0.0176 hartree/bohr
Kohn-Sham gap (alpha / beta) ... 0.3000 / 0.2997 hartree
LUMO (alpha / beta) ... -0.714 / -0.720 eV

ORCA input file:
```
! RIJCOSX wB97M-V def2-TZVPD def2/J DEFGRID3
* xyz 0 1
O -0.200 1.543 1.003
C -1.013 1.467 -0.044
C -0.640 0.108 -1.042
C 0.770 0.193 -1.265
C 0.983 -0.654 0.929
C -0.325 -1.401 0.739
O -0.963 -1.145 -0.523
H 0.665 0.598 0.785
H -0.915 2.307 -0.755
H -2.080 1.294 0.176
H -1.312 0.327 -1.873
H 1.185 1.151 -1.600
H 1.381 -0.678 -1.464
H 1.161 -0.507 2.013
H 1.880 -1.101 0.514
H -1.026 -1.115 1.536
H -0.161 -2.480 0.787
*
```

---

[3]
Formula: C23H26N4OS
Source: the OMol25 dataset
Level of theory: wB97M-V/def2-TZVPD

Computed properties:
E_HOMO ... -0.2709 Ha
Electronic energy ... -1584.5304 Ha
Energy relative to the best compared isomer or geometry (same formula, charge and spin) ... 6.9 kcal/mol
Strongest force on any atom ... 0.0197 hartree/bohr
Kohn-Sham gap ... 0.2951 hartree
SMILES ... Cc1ccc(-c2cs/c(=N\c3cccnc3)n2CCCN2CCCC2=O)cc1C
LUMO ... 0.661 eV

ORCA input file:
```
! RIJCOSX wB97M-V def2-TZVPD def2/J DEFGRID3
* xyz 0 1
C -5.318 -3.264 -0.413
C -3.856 -3.029 -0.195
C -2.945 -4.063 -0.366
C -1.592 -3.868 -0.173
C -1.115 -2.615 0.203
C 0.325 -2.439 0.419
C 1.085 -3.272 1.155
S 2.758 -2.794 1.196
C 2.378 -1.395 0.152
N 3.143 -0.461 -0.239
C 4.510 -0.427 -0.124
C 5.137 0.790 0.159
C 6.517 0.839 0.205
C 7.232 -0.325 -0.041
N 6.653 -1.477 -0.337
C 5.338 -1.529 -0.379
N 1.051 -1.405 -0.148
C 0.518 -0.401 -1.036
C 0.386 0.953 -0.335
C -0.530 1.898 -1.116
N -0.800 3.102 -0.375
C 0.047 4.270 -0.440
C -0.392 5.102 0.772
C -1.820 4.628 1.039
C -1.856 3.226 0.454
O -2.684 2.364 0.661
C -2.028 -1.582 0.391
C -3.387 -1.768 0.190
C -4.333 -0.626 0.392
H -5.508 -4.302 -0.678
H -5.882 -3.025 0.487
H -5.693 -2.628 -1.215
H -3.302 -5.040 -0.659
H -0.897 -4.681 -0.324
H 0.767 -4.131 1.707
H 4.535 1.667 0.348
H 7.029 1.762 0.429
H 8.313 -0.339 -0.010
H 4.911 -2.487 -0.647
H 1.199 -0.306 -1.887
H -0.456 -0.746 -1.389
H -0.040 0.808 0.659
H 1.379 1.386 -0.213
H -0.086 2.161 -2.080
H -1.492 1.406 -1.287
H 1.101 3.987 -0.394
H -0.126 4.808 -1.382
H -0.331 6.171 0.578
H 0.242 4.871 1.628
H -2.088 4.619 2.094
H -2.557 5.234 0.507
H -1.691 -0.613 0.726
H -5.009 -0.836 1.221
H -4.943 -0.474 -0.497
H -3.797 0.295 0.606
*
```

---

[4]
Formula: C29H29N3SiZr
Source: the OMol25 dataset
Level of theory: wB97M-V/def2-TZVPD

Computed properties:
E_HOMO (alpha / beta) ... -0.4970 / -0.4969 Ha
Electronic energy ... -1622.6570 Ha
Energy relative to the best compared isomer or geometry (same formula, charge and spin) ... 17.5 kcal/mol
Strongest force on any atom ... 0.0736 hartree/bohr
Kohn-Sham gap (alpha / beta) ... 0.1833 / 0.1831 hartree
LUMO (alpha / beta) ... -8.535 / -8.540 eV

ORCA input file:
```
! RIJCOSX wB97M-V def2-TZVPD def2/J DEFGRID3
* xyz 2 1
C 1.754 0.622 2.559
C 2.146 -0.528 1.792
C 2.740 -0.056 0.569
H 2.060 -1.562 2.117
C 2.749 1.376 0.602
C 2.150 1.789 1.829
H 2.075 2.835 2.165
H 1.326 0.635 3.559
H 3.191 -0.640 -0.227
H 3.195 2.052 -0.140
Zr 0.417 0.377 0.552
C 0.144 2.965 -1.428
H 0.119 3.333 -0.378
H -0.581 3.572 -1.979
H 1.101 3.030 -1.950
Si 0.259 -0.981 -1.663
C -1.078 -2.251 -1.965
C -0.667 -3.530 -1.536
H 0.278 -3.640 -0.978
C -1.448 -4.656 -1.832
H -1.119 -5.635 -1.466
C -2.607 -4.524 -2.607
H -3.155 -5.410 -2.889
C -3.018 -3.258 -3.037
H -3.912 -3.164 -3.634
C -2.284 -2.119 -2.697
H -2.608 -1.121 -3.007
C 1.254 -0.845 -3.257
C 1.267 -1.974 -4.125
H 0.528 -2.766 -3.973
C 2.167 -2.043 -5.196
H 2.183 -2.935 -5.804
C 2.994 -0.951 -5.476
H 3.694 -1.002 -6.285
C 2.869 0.235 -4.725
H 3.456 1.111 -4.977
C 1.974 0.315 -3.641
H 1.810 1.275 -3.118
H 1.132 -1.219 -0.404
H -0.250 1.955 -1.372
C -0.484 5.321 4.210
C 0.104 5.197 2.947
C -0.077 4.038 2.193
C -0.784 2.927 2.722
C -1.462 3.112 3.955
C -1.269 4.281 4.709
N -0.906 1.691 2.056
N -1.928 0.994 2.567
C -1.819 -0.372 2.596
C -2.618 -1.199 3.433
C -2.534 -2.566 3.268
C -1.628 -3.113 2.331
C -0.743 -2.265 1.679
N -0.869 -0.927 1.762
H -0.349 6.237 4.781
H 0.671 6.019 2.528
H 0.264 3.987 1.164
H -2.132 2.335 4.297
H -1.767 4.355 5.682
H -3.264 -0.691 4.172
H -3.174 -3.245 3.849
H -1.585 -4.177 2.117
H 0.049 -2.606 1.005
*
```